Record 1
{"formula": "C40H36FN4O23PS", "method": "the ωB97M-V functional and the def2-TZVPD basis", "elements": ["C", "C", "N", "C", "C", "C", "C", "N", "O", "C", "O", "N", "C", "P", "S", "C", "F", "N", "C", "O", "H", "H", "H", "H", "H", "H", "H", "H", "H", "H", "H", "H", "H", "H", "H", "H", "O", "C", "C", "C", "O", "C", "O", "C", "C", "O", "H", "H", "H", "H", "O", "C", "C", "C", "O", "C", "O", "C", "C", "O", "H", "H", "H", "H", "O", "C", "C", "C", "O", "C", "O", "C", "C", "O", "H", "H", "H", "H", "O", "C", "C", "C", "O", "C", "O", "C", "C", "O", "H", "H", "H", "H", "O", "C", "C", "C", "O", "C", "O", "C", "C", "O", "H", "H", "H", "H"], "coordinates": [[2.106, 1.684, 5.299], [2.859, 0.555, 4.483], [2.687, 0.581, 3.027], [1.316, 0.261, 2.543], [0.575, 1.624, 2.307], [-0.255, 1.809, 0.982], [-1.260, 3.013, 1.186], [-2.649, 2.634, 1.515], [-0.914, 4.164, 1.114], [0.423, -0.653, 3.508], [-0.201, -0.337, 4.495], [0.427, -2.052, 3.141], [1.569, -2.201, 2.170], [3.130, -2.738, 3.094], [3.760, -4.400, 2.249], [1.594, -0.820, 1.397], [2.990, -0.717, 1.081], [0.993, -0.782, 0.078], [-0.043, -1.453, -0.046], [-0.835, -2.265, -0.300], [2.143, 1.347, 6.379], [2.640, 2.671, 5.247], [1.024, 1.786, 5.052], [3.955, 0.763, 4.669], [2.699, -0.458, 4.951], [3.059, 1.413, 2.581], [1.257, 2.515, 2.389], [-0.149, 1.761, 3.165], [-0.818, 0.918, 0.626], [0.463, 2.160, 0.187], [-2.894, 1.947, 0.791], [-2.563, 2.086, 2.381], [0.513, -2.608, 3.998], [1.313, -3.128, 1.600], [4.143, -1.746, 3.122], [2.829, -3.096, 4.454], [-2.201, 0.994, -1.529], [-2.545, 0.485, -2.585], [-2.925, -0.920, -2.695], [-3.278, -1.439, -3.874], [-3.633, -2.729, -4.001], [-3.293, -0.609, -5.117], [-3.599, -1.124, -6.176], [-2.933, 0.804, -5.004], [-2.586, 1.322, -3.822], [-2.254, 2.621, -3.691], [-2.907, -1.510, -1.788], [-3.839, -2.853, -4.948], [-2.961, 1.397, -5.907], [-2.042, 2.744, -2.746], [6.688, 7.117, 8.671], [6.136, 6.283, 7.978], [4.754, 5.861, 8.199], [4.197, 4.928, 7.420], [2.925, 4.526, 7.603], [4.960, 4.284, 6.307], [4.419, 3.423, 5.632], [6.334, 4.721, 6.071], [6.889, 5.657, 6.848], [8.150, 6.079, 6.652], [4.214, 6.333, 9.008], [2.760, 3.848, 6.921], [6.869, 4.260, 5.252], [8.312, 6.752, 7.342], [2.067, -1.964, -6.896], [2.242, -2.207, -5.715], [3.483, -2.787, -5.204], [3.620, -3.052, -3.900], [4.752, -3.583, -3.402], [2.522, -2.771, -2.926], [2.681, -3.044, -1.752], [1.292, -2.169, -3.436], [1.156, -1.902, -4.737], [0.029, -1.346, -5.223], [4.269, -2.988, -5.919], [4.597, -3.678, -2.441], [0.511, -1.954, -2.720], [0.170, -1.253, -6.185], [-9.741, 4.826, 0.997], [-8.768, 4.144, 1.266], [-8.875, 2.753, 1.704], [-7.778, 2.051, 2.004], [-7.848, 0.769, 2.406], [-6.414, 2.656, 1.908], [-5.443, 1.987, 2.207], [-6.305, 4.039, 1.448], [-7.402, 4.740, 1.145], [-7.331, 6.014, 0.717], [-9.868, 2.328, 1.771], [-6.923, 0.493, 2.560], [-5.310, 4.457, 1.367], [-8.255, 6.292, 0.569], [1.180, -4.960, -5.698], [0.558, -5.707, -6.433], [-0.852, -6.026, -6.223], [-1.486, -6.864, -7.048], [-2.784, -7.174, -6.879], [-0.785, -7.503, -8.204], [-1.398, -8.274, -8.919], [0.619, -7.165, -8.428], [1.252, -6.324, -7.604], [2.544, -5.993, -7.789], [-1.347, -5.560, -5.382], [-3.002, -7.795, -7.601], [1.110, -7.619, -9.277], [2.763, -5.377, -7.064]], "orbital_gap_ev": 6.845, "e_above_lowest_kj_mol": 0.00, "total_charge": 0, "smiles": "CCN[C@]1(CCC(N)=O)C(=O)N[C@H]([PH2]=S)[C@@]1(F)N=C=O.O=C1C=C(O)C(=O)C=C1O.O=C1C=C(O)C(=O)C=C1O.O=C1C=C(O)C(=O)C=C1O.O=C1C=C(O)C(=O)C=C1O.O=C1C=C(O)C(=O)C=C1O", "energy_ev": -117953.6131, "homo_ev": -8.69}

---

Record 2
{"formula": "C40H36FNO13", "method": "the ωB97M-V functional and the def2-TZVPD basis", "elements": ["C", "C", "O", "N", "C", "C", "O", "C", "O", "C", "C", "C", "C", "C", "F", "H", "H", "H", "H", "H", "H", "H", "H", "H", "H", "H", "H", "H", "H", "H", "H", "O", "C", "C", "C", "C", "O", "C", "C", "H", "H", "H", "H", "O", "C", "C", "C", "C", "O", "C", "C", "H", "H", "H", "H", "O", "C", "C", "C", "C", "O", "C", "C", "H", "H", "H", "H", "O", "C", "C", "C", "C", "O", "C", "C", "H", "H", "H", "H", "O", "C", "C", "C", "C", "O", "C", "C", "H", "H", "H", "H"], "coordinates": [[3.522, -5.189, -2.568], [3.772, -3.736, -2.223], [4.477, -3.464, -1.333], [3.128, -2.670, -2.957], [3.566, -2.634, -4.351], [1.658, -2.677, -2.818], [1.317, -3.333, -1.621], [1.287, -2.406, -0.598], [0.934, -2.719, 0.463], [1.693, -1.080, -1.164], [1.187, -1.247, -2.604], [-0.337, -0.938, -2.609], [-1.286, -2.147, -2.606], [-1.339, -2.913, -3.908], [-2.596, -3.434, -4.102], [3.918, -5.774, -1.751], [2.448, -5.340, -2.573], [3.971, -5.485, -3.507], [4.568, -3.049, -4.393], [3.664, -1.607, -4.680], [2.955, -3.237, -5.028], [1.270, -3.154, -3.718], [1.283, -0.245, -0.613], [2.766, -0.929, -1.150], [1.631, -0.482, -3.226], [-0.542, -0.401, -1.690], [-0.634, -0.263, -3.406], [-2.285, -1.752, -2.443], [-1.102, -2.774, -1.760], [-1.070, -2.308, -4.766], [-0.690, -3.779, -3.839], [0.307, 3.680, 5.214], [0.368, 3.083, 4.161], [-0.387, 1.821, 3.949], [-0.322, 1.166, 2.793], [0.508, 1.666, 1.673], [0.567, 1.053, 0.625], [1.263, 2.922, 1.881], [1.199, 3.583, 3.035], [-0.985, 1.471, 4.781], [-0.863, 0.245, 2.617], [1.863, 3.266, 1.048], [1.740, 4.498, 3.205], [-3.224, -6.485, 3.731], [-3.137, -5.863, 2.694], [-4.277, -5.785, 1.747], [-4.182, -5.104, 0.608], [-2.932, -4.394, 0.238], [-2.850, -3.772, -0.802], [-1.792, -4.471, 1.183], [-1.889, -5.152, 2.322], [-5.179, -6.309, 2.035], [-5.001, -5.036, -0.097], [-0.886, -3.948, 0.897], [-1.070, -5.221, 3.026], [1.407, -1.038, 5.627], [2.468, -1.033, 5.038], [3.735, -0.709, 5.739], [4.898, -0.700, 5.091], [4.977, -1.016, 3.642], [6.038, -1.008, 3.056], [3.709, -1.341, 2.942], [2.548, -1.349, 3.592], [3.657, -0.481, 6.794], [5.833, -0.465, 5.583], [3.785, -1.567, 1.885], [1.612, -1.584, 3.099], [-2.780, 9.646, 1.232], [-1.917, 8.927, 1.688], [-2.246, 7.827, 2.628], [-1.297, 7.039, 3.128], [0.128, 7.227, 2.765], [0.990, 6.505, 3.221], [0.459, 8.326, 1.826], [-0.489, 9.114, 1.326], [-3.292, 7.706, 2.880], [-1.515, 6.232, 3.817], [1.505, 8.446, 1.575], [-0.270, 9.921, 0.638], [-4.782, 2.616, -6.452], [-4.345, 2.547, -5.323], [-4.636, 1.382, -4.452], [-4.157, 1.310, -3.213], [-3.309, 2.391, -2.649], [-2.870, 2.324, -1.521], [-3.017, 3.556, -3.521], [-3.497, 3.628, -4.760], [-5.255, 0.604, -4.880], [-4.358, 0.469, -2.562], [-2.397, 4.334, -3.093], [-3.295, 4.469, -5.412]], "orbital_gap_ev": 7.743, "e_above_lowest_kj_mol": 30.93, "total_charge": 0, "smiles": "CC(=O)N(C)[C@H]1OC(=O)C[C@@H]1CCCF.O=C1C=CC(=O)C=C1.O=C1C=CC(=O)C=C1.O=C1C=CC(=O)C=C1.O=C1C=CC(=O)C=C1.O=C1C=CC(=O)C=C1", "energy_ev": -72882.5246, "homo_ev": -9.49}

---

Record 3
{"formula": "C40H36IN3O5PPbS2", "method": "the ωB97M-V functional and the def2-TZVPD basis", "elements": ["Pb", "I", "C", "C", "C", "C", "C", "C", "C", "C", "C", "P", "C", "C", "C", "C", "C", "C", "C", "C", "C", "C", "C", "C", "C", "H", "H", "H", "H", "H", "H", "H", "H", "H", "H", "H", "H", "H", "H", "H", "H", "C", "C", "O", "S", "C", "C", "C", "C", "C", "C", "C", "C", "H", "H", "H", "H", "H", "H", "H", "C", "C", "S", "O", "O", "C", "C", "N", "C", "N", "C", "C", "N", "O", "O", "C", "H", "H", "H", "H", "H", "H", "H", "H", "H", "H", "H", "H", "H"], "coordinates": [[1.599, -1.222, -1.947], [4.376, 0.365, -1.170], [5.522, -0.559, 0.466], [6.880, -0.808, 0.152], [7.768, -1.001, 1.216], [7.312, -0.997, 2.506], [5.907, -0.931, 2.770], [5.461, -0.901, 4.102], [4.154, -0.925, 4.470], [3.224, -0.993, 3.428], [3.559, -0.948, 2.076], [2.131, -1.193, 0.902], [0.869, -0.035, 1.546], [-0.401, -0.454, 2.023], [-1.326, 0.528, 2.489], [-1.004, 1.871, 2.437], [0.198, 2.327, 1.900], [1.129, 1.346, 1.479], [1.597, -2.855, 1.305], [2.322, -3.714, 2.082], [1.860, -5.029, 2.337], [0.728, -5.473, 1.673], [0.039, -4.653, 0.782], [0.436, -3.338, 0.619], [4.955, -0.805, 1.735], [7.195, -0.859, -0.894], [8.823, -1.169, 1.004], [7.958, -1.003, 3.364], [6.268, -0.845, 4.867], [3.842, -0.868, 5.517], [2.190, -1.157, 3.684], [-0.633, -1.537, 2.104], [-2.289, 0.257, 2.837], [-1.700, 2.592, 2.860], [0.414, 3.399, 1.673], [2.044, 1.634, 1.014], [3.215, -3.394, 2.595], [2.432, -5.660, 3.023], [0.406, -6.476, 1.924], [-0.874, -5.006, 0.260], [-0.190, -2.625, 0.079], [-1.563, 9.176, -1.076], [-1.061, 7.869, -1.769], [-1.674, 6.812, -1.673], [0.447, 7.990, -2.633], [0.749, 6.293, -2.607], [1.148, 5.672, -1.451], [1.380, 4.283, -1.451], [1.219, 3.528, -2.629], [0.738, 4.174, -3.791], [0.587, 5.555, -3.778], [1.567, 2.130, -2.600], [1.910, 0.912, -2.597], [-1.751, 8.981, -0.003], [-2.458, 9.667, -1.522], [-0.746, 9.889, -1.157], [1.139, 6.206, -0.498], [1.732, 3.844, -0.538], [0.510, 3.580, -4.692], [0.349, 6.141, -4.653], [-6.007, -3.364, 1.864], [-5.893, -2.941, 0.417], [-4.367, -3.705, -0.270], [-4.492, -5.134, -0.132], [-3.221, -3.027, 0.330], [-4.214, -3.353, -2.077], [-4.415, -1.945, -2.562], [-3.202, -1.091, -2.352], [-1.963, -1.300, -2.872], [-1.079, -0.394, -2.491], [-1.740, 0.513, -1.760], [-3.096, 0.078, -1.633], [-4.050, 0.597, -0.846], [-3.693, 1.346, 0.140], [-5.254, 0.327, -1.152], [-1.609, -2.474, -3.722], [-6.945, -3.060, 2.310], [-5.250, -2.875, 2.467], [-5.776, -4.459, 1.937], [-5.873, -1.841, 0.222], [-6.663, -3.401, -0.188], [-4.942, -3.971, -2.577], [-3.230, -3.737, -2.376], [-5.219, -1.471, -1.989], [-4.734, -1.906, -3.640], [-1.335, 1.383, -1.265], [-2.465, -3.011, -4.106], [-0.878, -3.223, -3.252], [-1.016, -2.145, -4.593]], "orbital_gap_ev": [2.842, 2.281], "e_above_lowest_kj_mol": 140.24, "total_charge": 3, "energy_ev": -101044.4533, "homo_ev": [-15.11, -14.67]}